[1]
Molecular formula: C4H3ClO2
Method: DFT, ωB97M-V/def2-TZVPD

XYZ file:
```
10
Properties=species:S:1:pos:R:3:forces:R:3
C -1.8235 1.0681 0.7193 1.039 -1.673 1.280
C -2.1061 1.3716 -0.3945 -1.542 1.888 -3.001
C 1.2341 -1.8394 -0.1845 -0.945 -0.435 -2.981
C 0.9990 0.4232 0.4492 -0.498 -1.464 1.068
O 1.2211 -2.3927 0.8437 0.139 -0.006 0.564
O 1.4606 -0.4625 -0.3977 0.463 -0.727 -0.382
Cl 1.7786 1.8370 0.1010 0.668 1.800 -0.394
H -1.3435 0.4664 1.4840 -0.547 0.801 -0.056
H 1.0613 -2.2985 -1.2660 0.471 0.748 2.167
H -2.4817 1.8268 -1.3546 0.752 -0.933 1.733
```
Positions in Å, forces in eV/Å.

Computed properties:
energy relative to the best compared isomer or geometry (same formula, charge and spin) = 4.952 eV
HOMO energy = -0.347 Ha
HOMO-LUMO gap = 0.34180 Eh
energy = -764.69696 Ha



[2]
Molecular formula: C4H3ClO2S
Method: DFT, ωB97M-V/def2-TZVPD

XYZ file:
```
11
Properties=species:S:1:pos:R:3:forces:R:3
C 1.5292 -0.2095 0.2306 0.234 -0.479 -1.293
C 0.1827 -1.0561 0.2510 -0.578 9.161 -1.296
C -1.0133 -0.3803 0.0219 2.667 -5.138 0.516
C -1.0974 0.8667 -0.6071 -2.608 4.417 -2.531
H 0.6940 1.0572 1.4022 2.057 0.568 -2.038
H 0.2208 -1.9815 0.4852 0.390 -6.246 1.571
H -0.1780 1.1193 -1.5691 -2.756 -0.274 3.079
O 1.4546 1.0947 0.6802 -2.559 -2.136 2.054
O -2.1783 1.4731 -0.3819 4.119 -0.476 -1.532
S 2.9467 -0.7299 -0.4875 -2.113 0.404 1.025
Cl -2.5608 -1.2536 -0.0255 1.147 0.198 0.444
```
Positions in Å, forces in eV/Å.

Computed properties:
energy relative to the best compared isomer or geometry (same formula, charge and spin) = 3.336 eV
HOMO energy = -0.346 Ha
HOMO-LUMO gap = 0.28493 Eh
energy = -1162.95050 Ha



[3]
Molecular formula: C4H3CrO5
Method: DFT, ωB97M-V/def2-TZVPD

XYZ file:
```
13
Properties=species:S:1:pos:R:3:forces:R:3
O 4.4098 2.4472 1.7809 -7.507 1.190 -1.580
C 3.2550 2.5824 1.5421 8.995 -0.524 2.006
C -0.7307 -1.6126 -1.4506 0.909 -0.880 -0.241
C -1.6431 -1.2309 -0.3097 0.397 -1.295 0.241
O -1.6121 0.1801 -0.1438 0.233 1.346 0.350
C -0.4792 0.7401 0.2485 -2.647 -1.230 -0.690
O 0.5846 0.0659 0.3489 1.282 0.535 0.634
O -0.4958 1.9615 0.5579 1.134 0.578 0.362
O 0.1631 -2.4126 -1.3083 -0.757 0.566 -0.263
H -0.9183 -1.1105 -2.4250 0.025 -0.049 0.203
H -1.2988 -1.7365 0.6045 -0.090 0.194 -0.274
H -2.6634 -1.5756 -0.5320 0.169 0.659 0.110
Cr 1.4290 1.7015 1.0868 -2.145 -1.090 -0.859
```
Positions in Å, forces in eV/Å.

Computed properties:
total charge = +1
2S+1 = 5
energy relative to the best compared isomer or geometry (same formula, charge and spin) = 0.000 eV
HOMO energy (spin up / spin down) = -0.490 / -0.490 Ha
HOMO-LUMO gap (spin up / spin down) = 0.22820 / 0.25077 Eh
energy = -1574.59832 Ha
expectation value of S² = 6.032



[4]
Molecular formula: C4H3CsLi2O2
Method: DFT, ωB97M-V/def2-TZVPD

XYZ file:
```
12
Properties=species:S:1:pos:R:3:forces:R:3
C 1.2686 0.1400 -0.8869 1.715 0.923 3.799
O 2.0980 1.1275 -0.9987 0.802 0.759 -1.526
Cs -0.4390 -2.9283 2.8666 -0.327 -0.603 0.485
Li 1.4847 2.8133 -0.5149 -0.222 -1.023 -0.370
H 0.3581 -0.9054 -1.2184 -0.982 0.989 -0.829
C -0.1016 0.4716 -0.9838 0.058 0.488 -0.467
C -1.1223 0.7465 0.0665 -1.196 0.355 -1.004
C -1.4458 -0.4292 0.6359 -0.383 2.077 0.797
O -0.4482 -1.1750 1.0542 -0.004 -2.980 0.077
Li 1.2030 -0.4926 1.2185 -0.258 0.259 -1.185
H -0.3440 1.2864 -1.6854 0.662 -0.286 -1.043
H -2.5114 -0.6548 0.4463 0.135 -0.958 1.267
```
Positions in Å, forces in eV/Å.

Computed properties:
energy relative to the best compared isomer or geometry (same formula, charge and spin) = 0.283 eV
HOMO energy (spin up / spin down) = -0.146 / -0.146 Ha
HOMO-LUMO gap (spin up / spin down) = 0.11793 / 0.11808 Eh
energy = -339.57037 Ha



[5]
Molecular formula: C4H3EuLiO2
Method: DFT, ωB97M-V/def2-TZVPD

XYZ file:
```
11
Properties=species:S:1:pos:R:3:forces:R:3
Eu 3.7971 0.4043 -0.8823 -1.444 -0.178 0.334
O 1.4473 -0.0483 -0.8659 2.751 -0.137 -1.278
C 0.3648 0.4612 -0.2007 -0.411 1.036 1.484
H 0.7686 -0.4201 1.8295 -0.010 0.426 -0.034
H 0.0709 1.4601 -0.5529 -0.183 -0.404 0.288
C -1.3135 -0.2168 1.1899 -0.406 2.383 0.553
C 0.0766 0.0780 1.1440 -0.479 -1.423 -1.510
C -1.6438 -0.2029 -0.1567 0.253 -2.388 -1.542
O -2.0518 -0.7705 -1.1215 0.410 1.277 1.166
Li 0.5079 -0.7803 -2.3596 -0.622 -0.024 0.439
H -2.0242 0.0353 1.9761 0.141 -0.567 0.100
```
Positions in Å, forces in eV/Å.

Computed properties:
total charge = +2
2S+1 = 8
energy relative to the best compared isomer or geometry (same formula, charge and spin) = 0.649 eV
HOMO energy (spin up / spin down) = -0.536 / -0.536 Ha
HOMO-LUMO gap (spin up / spin down) = 0.18512 / 0.19301 Eh
energy = -1021.87423 Ha
expectation value of S² = 15.760



[6]
Molecular formula: C4H3F
Method: DFT, ωB97M-V/def2-TZVPD

XYZ file:
```
8
Properties=species:S:1:pos:R:3:forces:R:3
C -1.6905 -1.2134 0.4224 4.063 1.088 -1.076
C -0.5407 -0.7630 0.2555 -6.224 -3.230 1.581
C 0.6158 -0.1592 0.6725 1.149 -3.743 4.560
C 0.9776 0.8001 -0.0529 6.599 4.219 2.416
F 0.3699 0.9934 -1.1172 -2.024 2.030 -4.718
H -2.5181 -1.8556 0.4201 -0.788 -0.199 -0.085
H 1.1288 -0.5719 1.6133 -0.775 1.127 -1.589
H 1.8874 1.4997 0.2365 -2.000 -1.292 -1.089
```
Positions in Å, forces in eV/Å.

Computed properties:
energy relative to the best compared isomer or geometry (same formula, charge and spin) = 1.297 eV
HOMO energy = -0.332 Ha
HOMO-LUMO gap = 0.36743 Eh
energy = -253.93894 Ha
SMILES string = C#C/C=C\F



[7]
Molecular formula: C4H3F3
Method: DFT, ωB97M-V/def2-TZVPD

XYZ file:
```
10
Properties=species:S:1:pos:R:3:forces:R:3
C 1.3722 0.0907 0.3970 -4.817 0.076 -2.287
C 0.3117 0.2850 -0.6020 2.785 0.494 2.454
C -0.6068 -0.7279 0.7009 1.655 -1.066 0.219
C -1.0229 0.4756 -0.0838 -2.501 0.540 -0.870
F -0.8189 -1.9908 0.1711 -0.111 2.151 0.318
F -2.1053 0.2765 -0.9420 1.482 0.128 0.527
F -1.3959 1.6477 0.6273 1.119 -1.975 -0.672
H 2.1244 -0.4285 -0.1077 1.619 -0.899 0.189
H 1.4550 0.4891 1.3723 0.029 0.470 0.556
H 0.6865 -0.1175 -1.5330 -1.259 0.080 -0.435
```
Positions in Å, forces in eV/Å.

Computed properties:
energy relative to the best compared isomer or geometry (same formula, charge and spin) = 3.638 eV
HOMO energy = -0.352 Ha
HOMO-LUMO gap = 0.35364 Eh
energy = -453.63252 Ha



[8]
Molecular formula: C4H3F4N
Method: DFT, ωB97M-V/def2-TZVPD

XYZ file:
```
12
Properties=species:S:1:pos:R:3:forces:R:3
H 0.1129 2.2822 -1.3704 -1.199 -1.795 1.543
N -0.5089 1.4651 -0.9674 1.073 2.095 -1.908
C 0.1069 0.4978 -0.4962 -2.899 -3.084 -0.071
C -0.9978 -0.9633 -0.1733 4.081 4.882 -0.160
C -1.4078 -1.0903 1.0511 -4.298 -2.308 0.907
F -1.2429 -1.5545 -1.3017 -0.534 -0.782 -0.175
C 1.5484 0.4163 -0.1057 0.584 -0.531 0.358
F 1.9093 1.5614 0.4827 0.370 0.382 -0.346
F 1.6632 -0.5337 0.8055 0.238 -0.717 0.807
F 2.4378 0.1000 -1.0687 -0.544 0.593 -0.131
H -2.3544 -1.7759 1.2782 2.314 1.037 -0.631
H -1.2668 -0.4050 1.8657 0.815 0.228 -0.192
```
Positions in Å, forces in eV/Å.

Computed properties:
energy relative to the best compared isomer or geometry (same formula, charge and spin) = 2.084 eV
HOMO energy = -0.378 Ha
HOMO-LUMO gap = 0.40202 Eh
energy = -608.34180 Ha
SMILES string = [H]/N=C(/C(=C)F)C(F)(F)F



no.,molecular weight (g/mol)
1,118.52
2,150.59
3,183.06
4,229.85
5,241.97
6,70.07
7,108.06
8,141.07